1.
Molecular formula: C13H30ClF2NO5Y
Method: DFT, ωB97M-V/def2-TZVPD

Calculated values
Kohn-Sham gap in eV: 5.90
Total charge: -1
Molar mass in Da: 442.7

The geometry in XYZ format:
```
53
C13H30ClF2NO5Y | the Open Molecules 2025 dataset | ωB97M-V/def2-TZVPD
Y -14.0259 9.3288 -7.5636
C -11.5644 4.9392 -8.5967
C -12.9279 5.1476 -7.9091
C -13.4174 3.7971 -7.3542
C -12.5832 3.3095 -6.1798
C -12.7438 4.3710 -5.0668
C -12.3602 5.7841 -5.4918
N -12.9553 6.0842 -6.7916
O -12.6665 7.3806 -7.1952
C -10.8430 6.0126 -5.3019
C -13.0496 6.7382 -4.4750
C -13.9251 5.6545 -8.9500
H -11.7582 4.2278 -9.3993
H -10.7852 4.6123 -7.9048
H -11.2055 5.9085 -8.9507
H -13.4792 3.0945 -8.1882
H -14.4063 4.0159 -6.9418
H -11.5794 2.9517 -6.4013
H -13.1969 2.4594 -5.8525
H -12.1760 3.9912 -4.2108
H -13.7910 4.2763 -4.7742
H -10.5852 6.2795 -4.2748
H -10.3859 6.8241 -5.8793
H -10.2730 5.1448 -5.6520
H -12.7965 6.3521 -3.4832
H -14.1224 6.8778 -4.5856
H -12.5781 7.7120 -4.6086
H -13.4791 6.4805 -9.5028
H -14.8940 5.9300 -8.5421
H -14.0744 4.8671 -9.7006
Cl -14.7987 11.8803 -7.5200
F -15.9388 8.5459 -6.5993
F -14.9326 8.8968 -9.6109
C -11.5660 10.1769 -5.4891
C -12.7050 10.7270 -4.6894
O -13.9215 10.0466 -5.1208
O -11.8331 10.4874 -6.8623
H -11.5360 9.0942 -5.3679
H -10.6122 10.6066 -5.1786
H -12.8647 11.7845 -4.9350
H -12.5861 10.6710 -3.6035
H -14.5299 10.6312 -4.6526
H -11.3947 11.3138 -7.0707
C -11.9296 11.1021 -10.2310
C -13.1414 11.7014 -10.9037
O -13.6382 10.7942 -11.8960
O -12.3264 10.0628 -9.3337
H -11.4679 11.8976 -9.6296
H -11.1575 10.7566 -10.9175
H -12.8597 12.6204 -11.4227
H -13.9208 11.8527 -10.1579
H -13.5401 11.1580 -12.7765
H -11.7568 9.2993 -9.4816
```

Mulliken atomic charge list, values in e, 5 entries:
1. Y 1.643
2. C -1.631
3. C 1.548
4. C -1.340
5. C -0.561

2.
Molecular formula: C13H30ClI2OP2Pt
Method: DFT, ωB97M-V/def2-TZVPD

Calculated values
Expectation value of S²: 6.03
Multiplicity: 5
Kohn-Sham gap (alpha / beta) in eV: 7.79 / 5.39
Total charge: +3
Molar mass in Da: 748.7

The geometry in XYZ format:
```
50
C13H30ClI2OP2Pt | the Open Molecules 2025 dataset | ωB97M-V/def2-TZVPD
I -0.0030 -5.0383 4.1250
I -2.4739 -4.0918 4.5697
Pt 0.0000 0.0000 0.0000
P -0.7947 -1.2635 -1.7733
C -1.3704 -2.9659 -1.4167
C -2.2194 -0.5046 -2.6391
H 0.7840 -0.5147 -3.4277
H -0.0116 -2.0300 -3.9651
H 1.2806 -2.0698 -2.7287
C 0.4306 -1.5005 -3.1142
H -1.9345 0.5081 -2.9357
H -2.5036 -1.0892 -3.5207
H -1.7219 -3.4612 -2.3277
H -2.1836 -2.9279 -0.6866
H -3.0667 -0.4418 -1.9511
H -0.5490 -3.5429 -0.9831
C -0.2750 -1.3251 1.2179
O -0.4519 -2.1768 2.0009
Cl 0.3592 1.7371 -1.5957
C 3.8424 1.0557 1.7332
C 2.7253 1.3384 2.7512
C 3.1320 2.5536 3.6078
P 1.0792 1.3609 1.8538
C -0.0476 0.7971 3.2449
C 0.1999 1.4469 4.6128
C -1.5188 1.0343 2.8579
C 0.8668 3.0909 1.1663
C 0.5416 4.1536 2.2296
C 2.0388 3.5890 0.2987
H 3.9848 1.8813 1.0145
H 3.6114 0.1332 1.1584
H 4.8100 0.8955 2.2553
H 2.7074 0.4371 3.4002
H 3.3429 3.4420 2.9898
H 2.3999 2.8322 4.3799
H 4.0817 2.3214 4.1358
H 0.1277 -0.2781 3.4274
H 0.0933 2.5480 4.5780
H -0.5310 1.0562 5.3529
H 1.1911 1.1603 5.0133
H -1.7858 0.5628 1.8943
H -2.1896 0.6149 3.6375
H -1.7356 2.1150 2.7608
H -0.0591 3.0513 0.5624
H 1.3614 4.3429 2.9366
H 0.3144 5.1207 1.7320
H -0.3613 3.8766 2.8022
H 2.3528 2.8572 -0.4651
H 1.7462 4.5297 -0.2148
H 2.9265 3.8281 0.9060
```

Mulliken atomic charge list, values in e, 5 entries:
1. I 0.461
2. I 0.468
3. Pt 0.711
4. P 0.583
5. C -1.172

3.
Molecular formula: C13H30ClN5O3Tc
Method: DFT, ωB97M-V/def2-TZVPD

Calculated values
Expectation value of S²: 3.92
Multiplicity: 4
Kohn-Sham gap (alpha / beta) in eV: 7.24 / 7.63
Molar mass in Da: 437.9

The geometry in XYZ format:
```
53
C13H30ClN5O3Tc | the Open Molecules 2025 dataset | ωB97M-V/def2-TZVPD
Tc 0.9613 -1.0841 0.1123
C 0.0329 0.5687 -3.4414
C 1.4045 0.5678 -2.7795
N 1.4533 1.0208 -1.3906
C 1.0475 2.3884 -1.0954
C -0.4160 2.5252 -0.6856
N -0.7912 1.5528 0.3297
C -2.2161 1.5353 0.6033
C -2.6384 0.4455 1.6082
C -1.6144 -0.5819 2.0858
N -1.0002 -1.5126 1.1106
C -1.9379 -2.2391 0.2318
C -2.1125 -1.5423 -1.1008
N -0.8457 -1.1553 -1.7474
C -1.1428 -0.1112 -2.7334
H 0.1745 0.1249 -4.4302
H -0.2714 1.6018 -3.6372
H 2.0619 1.1749 -3.4197
H 1.8212 -0.4406 -2.7781
H 2.4031 0.8644 -1.0709
H 1.2419 3.0724 -1.9341
H 1.6660 2.7298 -0.2635
H -1.0638 2.3721 -1.5488
H -0.5899 3.5648 -0.3640
H -0.2471 1.7044 1.1698
H -2.7186 1.3689 -0.3516
H -2.5955 2.5074 0.9554
H -3.5229 -0.0721 1.2287
H -2.9743 0.9260 2.5305
H -2.1331 -1.1868 2.8394
H -0.7890 -0.0820 2.5942
H -0.5354 -2.2308 1.6683
H -2.9163 -2.3413 0.7144
H -1.5423 -3.2395 0.0843
H -2.6825 -0.6286 -0.9457
H -2.7277 -2.1766 -1.7514
H -0.4475 -1.9730 -2.1982
H -1.7126 0.6443 -2.2002
H -1.8277 -0.5006 -3.4993
Cl 3.1497 -1.4782 -0.7914
O 0.8652 -3.7768 0.9613
N 0.7236 -4.0811 -0.2280
O 0.5771 -3.0970 -1.0144
C 2.5847 1.5919 2.9784
O 1.7107 1.0051 2.0076
C 1.8269 -0.3045 1.6614
C 2.7859 -1.1482 2.4454
H 3.6279 1.3816 2.7465
H 2.3502 1.2425 3.9844
H 2.4102 2.6638 2.9207
H 3.0072 -0.7843 3.4482
H 3.7173 -1.2090 1.8686
H 2.4085 -2.1681 2.5114
```

Mulliken atomic charge list, values in e, 5 entries:
1. Tc 0.389
2. C -0.892
3. C -0.937
4. N 0.134
5. C -1.130

4.
Molecular formula: C13H31EuN7
Method: DFT, ωB97M-V/def2-TZVPD

Calculated values
Expectation value of S²: 15.76
Multiplicity: 8
Kohn-Sham gap (alpha / beta) in eV: 8.00 / 9.33
Total charge: +2
Molar mass in Da: 437.4

The geometry in XYZ format:
```
52
C13H31EuN7 | the Open Molecules 2025 dataset | ωB97M-V/def2-TZVPD
Eu 0.0599 -0.1823 0.5087
N -1.3578 1.6110 1.7130
C -0.4525 1.8475 2.8641
C -0.3042 0.6058 3.7366
N 0.2722 -0.5978 3.0841
C 1.6979 -0.7727 3.4367
C 2.6158 0.2646 2.8210
N 2.5620 0.2107 1.3381
C -0.4888 -1.8101 3.4616
C -1.7948 -1.9624 2.7054
N -1.5467 -2.1420 1.2533
H -1.4994 2.4881 1.2183
H -2.2811 1.3662 2.0643
H -0.8223 2.6506 3.5057
H 0.5129 2.1786 2.4734
H -1.2930 0.3499 4.1243
H 0.2973 0.8754 4.6111
H 2.0067 -1.7639 3.0942
H 1.8301 -0.7618 4.5258
H 3.6269 0.0965 3.1970
H 2.3354 1.2696 3.1368
H 3.0933 -0.5997 1.0227
H 3.0801 1.0013 0.9633
H -0.6850 -1.8258 4.5398
H 0.1380 -2.6798 3.2500
H -2.4278 -1.0820 2.8353
H -2.3428 -2.8055 3.1310
H -2.4399 -2.1946 0.7694
H -1.1325 -3.0615 1.1095
C -1.3258 2.3496 -3.5044
C -0.5063 2.6865 -2.2778
N 0.1895 1.4881 -1.7368
C 0.2420 0.2718 -2.4902
N 0.6002 -0.7636 -1.7897
C 0.8388 -2.0083 -2.5259
C -0.1262 -2.1526 -3.6890
C -0.0138 -0.9371 -4.5878
N -0.0655 0.2980 -3.7908
C -0.4726 1.5394 -4.4552
H -1.6698 3.2700 -3.9745
H -2.2122 1.7695 -3.2353
H -1.1342 3.1102 -1.4939
H 0.2438 3.4358 -2.5367
H 1.1512 1.7324 -1.5254
H 0.7328 -2.8466 -1.8354
H 1.8726 -2.0318 -2.8835
H -1.1478 -2.2368 -3.3098
H 0.0845 -3.0521 -4.2654
H -0.8339 -0.8992 -5.3039
H 0.9209 -0.9551 -5.1534
H -1.0320 1.2540 -5.3438
H 0.4041 2.1039 -4.7860
```

Mulliken atomic charge list, values in e, 5 entries:
1. Eu 1.290
2. N -0.496
3. C -0.837
4. C -0.858
5. N 0.341

5.
Molecular formula: C13H31N2O4
Method: DFT, ωB97M-V/def2-TZVPD

Calculated values
Kohn-Sham gap in eV: 3.94
Total charge: -1
Molar mass in Da: 279.4

The geometry in XYZ format:
```
50
C13H31N2O4 | the Open Molecules 2025 dataset | ωB97M-V/def2-TZVPD
C -2.2778 -3.7172 -0.8397
C -2.6623 -2.2890 -1.2795
N -4.0265 -2.1710 -1.7954
N -4.8702 -1.3220 -0.9725
C -5.6706 -2.1572 -0.1377
C -6.5289 -3.2057 -0.8825
C -7.5910 -2.5592 -1.7217
O -7.8886 -2.8526 -2.8407
O -8.2759 -1.5285 -1.0791
H -3.1483 -4.3661 -0.9564
H -1.9625 -3.7609 0.2067
H -1.4722 -4.1372 -1.4489
H -1.9510 -1.9713 -2.0546
H -2.5458 -1.5942 -0.4405
H -3.9766 -1.7066 -2.6918
H -6.3658 -1.4867 0.3783
H -5.1480 -2.7085 0.6908
H -5.9242 -3.8011 -1.5663
H -7.0132 -3.8732 -0.1561
H -7.7421 -0.7296 -1.2012
C -0.7236 1.9489 -2.2019
C -0.8667 1.1029 -0.9476
O 0.0130 -0.0096 -0.9083
C 1.3927 0.2823 -0.9433
C 1.8842 1.1297 0.2194
H -0.8648 1.3316 -3.0903
H -1.4846 2.7307 -2.2018
H 0.2523 2.4344 -2.2704
H -1.8680 0.6732 -0.9061
H -0.7384 1.7225 -0.0518
H 1.6712 0.7551 -1.8942
H 1.8813 -0.6933 -0.9195
H 1.4555 2.1329 0.2033
H 2.9695 1.2383 0.1774
H 1.6146 0.6628 1.1687
C 7.4579 3.0138 1.3757
C 5.9845 3.3329 1.5668
O 5.1349 2.2040 1.4934
C 5.3572 1.1884 2.4558
C 5.1797 1.6480 3.8927
H 7.6148 2.4831 0.4357
H 8.0344 3.9399 1.3519
H 7.8540 2.3999 2.1857
H 5.6408 3.9881 0.7660
H 5.8332 3.8720 2.5096
H 6.3464 0.7353 2.3197
H 4.6186 0.4221 2.2197
H 5.9322 2.3810 4.1875
H 5.2709 0.7934 4.5645
H 4.1938 2.0934 4.0305
```

Mulliken atomic charge list, values in e, 5 entries:
1. C -1.246
2. C -0.205
3. N -0.143
4. N -0.916
5. C -0.712